Record 1
The following is a quantum chemistry calculation of a cluster of 2 separate species, C27H47IN3O2S2 in total in a non-equilibrium geometry, from the Open Molecules 2025 dataset.

Last column: Mulliken charge in e.
Atoms and positions in Å:
C 1.6172 -2.1939 3.8722  -1.385
C 1.7752 -0.7294 4.3221  0.097
C 2.5188 0.1315 3.2757  -0.317
C 3.4052 1.2430 3.9012  -1.028
C 3.2017 2.6156 3.2236  -0.896
C 1.9805 3.3719 3.8156  -0.703
C 0.9472 3.7892 2.7261  -0.816
C -0.4603 3.3236 3.1524  0.323
C -1.4945 3.2917 1.9790  -2.046
C -2.0322 1.8736 1.8569  0.636
C -1.6513 1.0537 0.7427  -0.892
I -0.3425 1.8216 -0.7400  0.018
C -2.1456 -0.2083 0.6705  1.415
S -1.7935 -1.3213 -0.6846  -0.053
C -2.9847 -0.7374 1.6729  -0.126
N -3.4125 -2.0241 1.5292  -0.576
C -4.1673 -2.4433 2.5048  -0.006
S -4.7527 -4.1388 2.4432  -0.269
C -4.5443 -1.6187 3.5949  -0.423
N -4.1725 -0.3789 3.7543  -0.373
C -3.3475 0.0514 2.7558  0.551
C -2.8626 1.3844 2.8158  0.289
C -3.3120 2.2252 3.9953  -1.149
C -2.6190 1.8399 5.3301  -0.547
O -3.5805 1.3415 6.2627  -0.504
H 2.5427 -2.7602 4.0129  0.373
H 1.2626 -2.2873 2.8399  0.303
H 0.8561 -2.6653 4.5079  0.411
H 2.3365 -0.7484 5.2620  0.350
H 0.7866 -0.2839 4.4920  -0.260
H 3.1986 -0.5408 2.7320  0.427
H 1.8237 0.5327 2.5268  0.185
H 3.1618 1.3507 4.9640  0.466
H 4.4627 0.9805 3.7920  0.381
H 4.0878 3.2267 3.4444  0.414
H 3.1579 2.5118 2.1343  0.390
H 2.2782 4.2636 4.3746  0.531
H 1.4884 2.7014 4.5317  0.344
H 0.9472 4.8837 2.6384  0.355
H 1.2168 3.3960 1.7401  0.287
H -0.3621 2.3031 3.5400  -0.177
H -0.7894 3.9635 3.9792  0.399
H -1.0274 3.6432 1.0596  0.773
H -2.3163 3.9768 2.2032  0.366
H -0.7063 -0.8399 -1.3187  -0.120
H -3.5892 -4.8168 2.5589  0.160
H -5.1905 -2.0527 4.3572  0.492
H -4.3868 2.1197 4.1696  0.576
H -3.1387 3.2870 3.8292  0.393
H -1.7600 1.1676 5.2135  0.070
H -2.2232 2.7664 5.7730  0.465
H -3.4579 1.8046 7.0956  0.346
C 2.2173 0.5450 -5.2000  -1.276
C 1.5130 -0.3874 -6.1632  -0.348
N 1.8347 -1.8597 -5.9913  -0.007
C 3.3046 -2.0447 -6.2745  -1.085
C 1.1300 -2.6732 -7.0617  -0.331
C -0.3887 -2.7138 -7.0212  -1.159
C 1.6182 -2.3886 -4.5811  -0.915
C 0.2517 -2.2015 -3.9422  -0.338
O -0.0569 -0.8339 -3.7845  -0.050
C -1.4392 -0.5089 -3.9402  -0.803
H 3.3010 0.5258 -5.3201  0.357
H 1.8988 1.5664 -5.4081  0.426
H 1.9859 0.3407 -4.1583  0.249
H 1.7940 -0.1367 -7.1878  0.561
H 0.4373 -0.2716 -6.0884  0.215
H 3.5159 -1.6535 -7.2663  0.402
H 3.5270 -3.1082 -6.2320  0.427
H 3.8851 -1.5216 -5.5224  0.470
H 1.5264 -3.6859 -6.9954  0.376
H 1.4508 -2.2445 -8.0110  0.456
H -0.7497 -3.4681 -6.3260  0.371
H -0.7549 -3.0199 -8.0013  0.427
H -0.8493 -1.7562 -6.7883  0.249
H 2.3662 -1.8949 -3.9630  0.490
H 1.8569 -3.4518 -4.6244  0.378
H 0.3042 -2.6537 -2.9438  0.314
H -0.5294 -2.7349 -4.4783  0.322
H -2.0860 -1.3810 -3.8431  0.462
H -1.5907 -0.0537 -4.9260  0.287
H -1.7046 0.2227 -3.1821  0.155

- M: 636.73 g/mol
- Orbital gap: 7.784 eV
- Maximum force: 2.17 eV Å⁻¹
- E_tot: -2465.52203 Ha
- Charge: +1

=====

Record 2
The following is a quantum chemistry calculation of a cluster of 10 separate species, C27H48Br12O12 in total in a non-equilibrium geometry, from the Open Molecules 2025 dataset.

Last column: Löwdin spin population.
Atoms and positions in Å:
C -29.9024 18.3192 -38.0674  0.002
C -28.8584 17.5394 -38.8363  0.000
C -27.7627 17.0420 -37.9231  0.001
O -27.7026 15.6912 -38.3138  0.000
C -28.8258 15.2537 -38.9256  0.000
O -29.0811 14.0659 -39.1572  0.000
O -29.6166 16.3135 -39.2362  0.000
H -30.2712 17.6844 -37.2618  0.000
H -30.7119 18.6233 -38.7310  0.000
H -29.3920 19.1847 -37.6449  0.003
H -28.4136 17.9378 -39.7482  0.000
H -27.9091 17.0864 -36.8439  0.001
H -26.7785 17.5035 -38.0028  0.001
C -36.4223 10.8582 -37.6946  0.000
C -37.0601 10.6894 -36.3054  0.000
C -36.5152 11.5862 -35.1214  0.000
O -37.6810 12.0569 -34.4884  0.000
C -38.6483 12.0014 -35.4008  0.000
O -39.7016 12.6403 -35.2386  0.000
O -38.3601 11.0767 -36.3633  0.000
H -36.9349 10.1758 -38.3727  0.000
H -35.3716 10.5681 -37.7035  0.000
H -36.5507 11.8708 -38.0769  0.000
H -37.1074 9.6583 -35.9550  0.000
H -35.8761 12.4358 -35.3620  0.000
H -35.9525 10.9075 -34.4804  0.000
C -29.3899 12.1036 -35.6778  0.001
C -28.5216 13.3786 -35.9387  0.001
C -29.1709 14.6082 -35.2142  0.014
O -28.0355 15.1899 -34.6401  0.002
C -26.9837 14.4622 -34.7619  0.000
O -25.8545 14.7269 -34.4068  0.001
O -27.2763 13.3015 -35.3199  0.000
H -29.4880 11.9542 -34.6026  0.001
H -29.0595 11.2052 -36.1992  0.000
H -30.3615 12.3573 -36.1019  0.000
H -28.5837 13.4983 -37.0204  0.000
H -29.8034 14.2642 -34.3959  0.014
H -29.7284 15.2768 -35.8703  0.003
Br -37.0675 13.3217 -43.4690  0.000
C -37.4728 13.6830 -41.6252  0.000
C -38.9750 13.4602 -41.3326  0.000
Br -39.1813 13.7212 -39.3737  0.000
H -37.1614 14.6947 -41.3653  0.000
H -36.8403 12.9687 -41.0983  0.000
H -39.3059 12.4222 -41.2993  0.000
H -39.7024 14.0137 -41.9266  0.000
Br -36.5753 18.3599 -40.6077  0.000
C -35.4915 18.3076 -38.9219  0.000
C -34.6425 19.5935 -38.8847  0.001
Br -33.5846 19.6792 -37.2744  0.009
H -34.8688 17.4188 -39.0236  0.000
H -36.1748 18.2709 -38.0734  0.000
H -35.3519 20.4190 -38.9435  0.000
H -34.0389 19.4672 -39.7835  0.000
Br -33.7029 14.6878 -40.0305  0.000
C -32.7586 12.9614 -39.8248  0.000
C -32.8826 12.3659 -38.4162  0.000
Br -31.7799 10.7950 -38.2132  0.001
H -31.7631 13.1192 -40.2396  0.000
H -33.2717 12.3245 -40.5455  0.000
H -33.9424 12.1635 -38.2609  0.000
H -32.5422 12.9852 -37.5863  0.000
Br -35.3954 19.3819 -31.5530  0.008
C -33.8242 18.5072 -32.2836  0.002
C -34.1122 17.1432 -33.0234  0.008
Br -34.2455 15.7207 -31.6720  0.013
H -33.1394 18.3636 -31.4478  0.001
H -33.3116 19.1654 -32.9852  0.002
H -33.3954 16.8700 -33.7977  0.010
H -35.0167 17.1325 -33.6316  0.000
Br -28.0155 20.7771 -32.4983  0.127
C -28.7175 19.1074 -33.2282  0.073
C -29.7349 18.5479 -32.3612  0.283
Br -30.6297 16.9973 -33.3243  0.347
H -27.9759 18.3409 -33.4529  0.000
H -29.1075 19.2759 -34.2320  0.005
H -30.4695 19.2556 -31.9770  0.008
H -29.2740 18.0958 -31.4830  0.009
Br -38.2520 16.7295 -33.3907  0.000
C -38.0608 15.0026 -32.4747  0.000
C -38.7880 15.1433 -31.1117  0.000
Br -38.5914 13.4308 -30.1261  0.000
H -37.0012 14.8070 -32.3100  0.000
H -38.4494 14.1845 -33.0812  0.000
H -39.8446 15.3429 -31.2900  0.000
H -38.5631 16.0142 -30.4961  0.000
C -37.3426 15.4655 -36.5782  0.000
O -36.0798 16.1048 -36.2344  0.000
C -34.9304 15.4207 -36.5605  0.000
O -34.8315 14.2958 -37.0116  0.001
O -33.8619 16.1434 -36.1567  0.003
C -32.4737 15.8042 -36.3482  0.020
H -37.3481 14.9854 -37.5568  0.000
H -38.1615 16.1779 -36.4785  0.000
H -37.4814 14.6975 -35.8173  0.000
H -32.1429 14.8818 -35.8708  0.009
H -31.8459 16.5792 -35.9085  0.010
H -32.2530 15.8506 -37.4146  0.001

- M: 1523.52 g/mol
- Orbital gap (alpha / beta): 2.161 / 7.808 eV
- 2S+1: 2
- Maximum force: 4.30 eV Å⁻¹
- E_tot: -32848.65610 Ha
- Charge: -1

=====

Record 3
The following is a quantum chemistry calculation of a structure of composition C27H48Br4N11O5Y, from the Open Molecules 2025 dataset.

Last column: Mulliken charge in e.
Atoms and positions in Å:
Y -0.1613 0.0086 -0.3925  -1.082
C -4.3029 -4.0757 -1.9570  -1.256
N -3.7099 -2.7705 -1.7675  0.368
C -4.0564 -1.8113 -2.7964  -0.921
C -2.7776 -2.5300 -0.7932  0.106
N -2.5805 -1.3828 -0.1965  0.141
C -3.7183 -0.4844 -0.0541  -1.384
C -3.4471 0.9239 -0.5468  -1.398
N -2.2521 1.5371 0.0571  1.285
C -2.4097 1.7020 1.5214  -1.937
C -1.7256 0.6060 2.3184  -0.496
N -0.2992 0.6555 2.0109  0.652
C 0.5374 0.2146 2.9175  0.201
N 1.8309 0.6259 2.9070  0.136
C 2.9278 -0.2825 3.1951  -1.174
C 2.2067 1.8230 2.1832  -1.282
N 0.1773 -0.6367 3.9280  0.533
C -0.6955 -1.7649 3.6693  -0.781
C 0.7976 -0.6064 5.2344  -1.227
C -2.0324 2.8490 -0.5750  -1.696
C -0.6030 3.3179 -0.4130  -0.430
N 0.2708 2.4536 -1.1984  0.399
C 1.2512 3.0368 -1.8345  0.183
N 1.8535 2.4648 -2.9016  0.219
C 1.2610 1.3371 -3.5837  -1.196
C 3.2612 2.6732 -3.1900  -1.394
N 1.7100 4.3023 -1.5166  0.405
C 2.1067 5.2571 -2.5242  -1.213
C 2.0359 4.6575 -0.1568  -0.984
N -2.0818 -3.6262 -0.3947  0.215
C -1.6356 -3.7273 0.9798  -0.383
C -1.3789 -4.4675 -1.3431  -1.014
H -5.3730 -3.9528 -2.1400  0.386
H -4.1605 -4.6875 -1.0698  0.353
H -3.8732 -4.5956 -2.8192  0.364
H -3.9123 -2.2693 -3.7781  0.326
H -3.3996 -0.9524 -2.7472  0.092
H -5.1012 -1.4977 -2.7101  0.312
H -3.9829 -0.4306 1.0099  0.334
H -4.6234 -0.8491 -0.5520  0.818
H -4.3272 1.5552 -0.3381  0.498
H -3.2883 0.9291 -1.6242  0.427
H -3.4788 1.7621 1.7668  0.410
H -1.9645 2.6570 1.8042  0.459
H -2.1671 -0.3610 2.0650  0.232
H -1.9183 0.7686 3.3870  0.765
H 2.5459 -1.2583 3.4803  0.366
H 3.5515 0.1126 4.0010  0.338
H 3.5413 -0.4138 2.3013  0.372
H 1.3978 2.5475 2.2525  0.447
H 2.4176 1.6059 1.1318  0.130
H 3.1007 2.2405 2.6517  0.416
H -0.8306 -1.8758 2.5984  -0.409
H -1.6630 -1.6595 4.1693  0.242
H -0.2100 -2.6777 4.0259  0.407
H 1.3816 0.3036 5.3470  0.361
H 1.4522 -1.4689 5.3973  0.375
H 0.0215 -0.6215 6.0040  0.369
H -2.7419 3.5839 -0.1649  0.379
H -2.2420 2.7440 -1.6416  0.282
H -0.3324 3.2872 0.6491  0.092
H -0.5340 4.3658 -0.7237  0.564
H 0.1784 1.4176 -3.5669  0.354
H 1.5687 0.3924 -3.1218  0.196
H 1.6050 1.3462 -4.6191  0.470
H 3.7432 3.1976 -2.3695  0.431
H 3.4019 3.2376 -4.1162  0.249
H 3.7441 1.7018 -3.2890  0.476
H 1.7349 4.9442 -3.4963  0.366
H 3.1939 5.3775 -2.5868  0.358
H 1.6737 6.2322 -2.2865  0.352
H 1.8132 3.8295 0.5036  0.109
H 1.4762 5.5377 0.1776  0.262
H 3.1046 4.8817 -0.0693  0.350
H -2.3541 -3.2241 1.6250  0.275
H -0.6440 -3.3014 1.1189  -0.576
H -1.6087 -4.7865 1.2477  0.452
H -1.6711 -4.2157 -2.3597  0.379
H -1.5935 -5.5228 -1.1575  0.369
H -0.3031 -4.2978 -1.2535  0.072
Br 5.1070 -4.5515 1.3791  -0.207
C 4.1651 -3.0337 0.7749  0.218
C 4.8294 -1.9846 0.1684  0.371
Br 6.6942 -2.0385 -0.0975  -0.195
C 4.0950 -0.8685 -0.2604  0.043
Br 4.9606 0.6809 -0.9159  -0.160
C 2.7174 -0.7986 -0.1300  -0.769
O 2.0019 0.2538 -0.4694  1.143
C 2.0249 -1.8894 0.4804  -0.324
O 0.7318 -1.7569 0.6531  1.405
C 2.7742 -2.9662 0.9426  0.369
Br 1.8445 -4.3126 1.8925  -0.145
O -1.0216 -1.7980 -3.8308  -0.764
N -0.6716 -1.1901 -2.8631  0.972
O -1.2223 -0.0929 -2.5171  -0.460
O 0.2599 -1.5721 -2.1075  -0.540

- M: 1015.28 g/mol
- Orbital gap: 7.206 eV
- ΔE to the lowest compared entry with this formula, charge and spin: 0.000 eV
- Maximum force: 0.83 eV Å⁻¹
- E_tot: -12370.63037 Ha

=====

Record 4
The following is a quantum chemistry calculation of a cluster of 8 separate species, C27H48BrF3O10 in total in a non-equilibrium geometry, from the Open Molecules 2025 dataset.

Last column: Mulliken charge in e.
Atoms and positions in Å:
O 2.4858 5.2260 -0.6839  -0.514
C 2.1156 4.3500 0.1329  0.135
C 1.8654 2.7977 -0.2486  -0.778
C 1.1192 2.7113 -1.6544  0.749
C 1.8269 2.3238 -2.9919  0.211
C 3.4003 2.0014 -3.0787  0.602
F 3.6858 1.3834 -4.3491  -0.293
F 3.8727 1.1006 -2.0974  -0.233
F 4.1738 3.2493 -3.1020  -0.289
C 0.9928 2.2376 -4.3625  -0.607
C -0.5514 2.5277 -4.4170  -0.962
C -1.2273 2.8812 -3.0710  0.569
C -0.4274 2.9978 -1.7120  0.438
C -1.2930 3.3824 -0.4246  0.343
O -0.9157 4.1297 0.5071  -0.547
C -2.7900 2.7646 -0.4028  -0.015
Br -3.6096 2.1358 1.3027  -0.142
C -3.5187 2.6766 -1.6335  -0.426
C -2.8212 3.1477 -3.0146  0.028
O -3.4792 3.6394 -3.9627  -0.538
H 1.9041 4.6183 1.2410  0.263
H 2.8903 2.2942 -0.2167  0.404
H 1.2197 2.2530 0.5411  0.394
H 1.4682 1.9427 -5.3619  0.332
H -1.1528 2.4827 -5.3869  0.395
H -4.5840 2.2604 -1.7027  0.352
C -3.8677 -2.2712 1.7839  -0.781
C -2.4454 -2.2378 1.2613  0.139
O -1.9107 -0.9263 1.3879  -0.460
H -4.4956 -1.5656 1.2332  0.295
H -4.2948 -3.2728 1.6887  0.093
H -3.9006 -1.9729 2.8359  0.285
H -2.4196 -2.5150 0.2051  0.309
H -1.8073 -2.9326 1.8160  -0.157
H -1.9294 -0.6931 2.3262  0.268
C -2.3337 -3.8237 5.0809  -0.926
C -0.9113 -3.7905 4.5579  -0.204
O -0.3760 -2.4769 4.6842  -0.540
H -2.9616 -3.1181 4.5305  0.118
H -2.7609 -4.8251 4.9857  0.301
H -2.3667 -3.5255 6.1332  0.393
H -0.8855 -4.0674 3.5027  0.245
H -0.2746 -4.4837 5.1112  0.323
H -0.3945 -2.2435 5.6218  0.296
C -1.3501 -2.5014 -4.4501  -1.186
C -1.4648 -0.9899 -4.4599  0.072
O -2.3235 -0.5566 -3.4112  -0.427
H -2.3343 -2.9615 -4.5713  0.289
H -0.6968 -2.8487 -5.2543  0.351
H -0.9492 -2.8528 -3.4948  0.333
H -1.8856 -0.6443 -5.4068  0.325
H -0.4840 -0.5220 -4.3265  0.062
H -1.9401 -0.8581 -2.5763  0.226
C 3.6413 -5.5423 5.0036  -1.048
C 2.5036 -6.0478 4.1386  -0.254
O 1.5848 -4.9952 3.8703  -0.410
H 3.2581 -5.1436 5.9466  0.261
H 4.3517 -6.3433 5.2219  0.352
H 4.1732 -4.7266 4.5052  0.330
H 1.9617 -6.8472 4.6488  0.279
H 2.8795 -6.4378 3.1874  0.253
H 2.0688 -4.2954 3.4111  0.243
C 5.1774 5.5979 3.1507  -1.017
C 5.6297 4.1893 2.8202  -0.273
O 4.8449 3.6574 1.7593  -0.439
H 4.1229 5.6044 3.4387  0.237
H 5.7691 6.0162 3.9685  0.362
H 5.2736 6.2500 2.2776  0.327
H 5.5117 3.5366 3.6876  0.269
H 6.6820 4.1772 2.5194  0.274
H 4.9614 4.2354 0.9923  0.260
C 3.6380 6.7494 -5.6260  -1.123
C 2.6139 6.1764 -4.6659  -0.233
O 2.6618 4.7555 -4.6873  -0.310
H 3.4515 6.3939 -6.6429  0.255
H 3.6077 7.8418 -5.6231  0.368
H 4.6468 6.4248 -5.3545  0.345
H 1.6064 6.4852 -4.9531  0.330
H 2.8022 6.5191 -3.6435  0.208
H 3.5500 4.4849 -4.4260  0.229
C -6.5235 -6.1192 1.9873  -0.841
C -6.3738 -6.2845 0.4879  -0.258
O -4.9974 -6.3671 0.1377  -0.512
H -6.0061 -5.2182 2.3272  0.123
H -7.5769 -6.0488 2.2689  0.313
H -6.0735 -6.9642 2.5169  0.329
H -6.8047 -5.4289 -0.0361  0.275
H -6.8795 -7.1917 0.1422  0.291
H -4.6248 -7.1312 0.5973  0.293

- M: 669.57 g/mol
- Orbital gap: 7.861 eV
- Maximum force: 4.85 eV Å⁻¹
- E_tot: -4683.26832 Ha
- SMILES string: O=CCc1c(C(F)(F)F)ccc2c1C(=O)C(Br)=CC2=O.CCO.CCO.CCO.CCO.CCO.CCO.CCO

=====

Which of these has the lowest E_tot?
C27H48Br12O12